Formula: C30H25N12O3Zn
Source: the Open Molecules 2025 dataset
Level of theory: ωB97M-V/def2-TZVPD

Output
charge = +1
E_LUMO = -2.7 eV
DFT total energy = -103954.222 eV
energy relative to the best compared isomer or geometry (same formula, charge and spin) = 0.000 eV
gap between HOMO and LUMO = 8.30 eV

Last column: Mulliken charge in e.
Cartesian coordinates (Å):
Zn -1.51694 -1.60111 -1.16320  0.336
C 4.05009 -1.60146 -0.48448  -1.318
N 2.72616 -1.57874 -1.10497  0.970
C 1.52803 -1.58441 -0.52342  -0.544
N 0.58878 -1.51814 -1.45181  0.556
C 1.29947 -1.48243 -2.61964  -0.614
N 2.59719 -1.51272 -2.44580  -0.958
C 4.60641 -0.22646 -0.16906  1.199
C 5.95099 0.03873 -0.39268  -0.854
C 6.49597 1.26088 -0.02176  -0.649
C 5.70442 2.23190 0.56667  -0.936
C 4.35227 1.97809 0.77249  0.213
C 3.80742 0.75160 0.40510  -0.119
C 3.49794 2.98230 1.40092  0.347
N 3.81827 3.92072 2.22360  -0.424
N 2.64077 4.56964 2.56306  -0.495
C 1.69217 3.97081 1.93080  0.445
O 2.16415 2.94904 1.16689  -0.217
C 0.25409 4.23597 1.89850  0.237
C -0.43150 4.68003 3.02506  -0.903
C -1.80296 4.85845 2.95851  -0.626
C -2.49454 4.58913 1.78311  -0.870
C -1.80871 4.16837 0.65246  0.677
C -2.52565 3.86164 -0.64673  -1.186
N -2.08777 2.57179 -1.18802  0.843
C -2.32610 1.35963 -0.70085  -0.116
N -1.60302 0.47130 -1.37250  -0.220
C -0.92929 1.23342 -2.28698  -0.453
N -1.19903 2.50899 -2.20258  -0.899
C -0.43220 3.99948 0.71294  0.023
H 4.70424 -2.12186 -1.17665  0.422
H 3.97313 -2.18909 0.42899  0.290
H 1.35779 -1.62961 0.54259  0.664
H 0.84409 -1.44022 -3.59861  0.516
H 6.57834 -0.71563 -0.85576  0.394
H 7.54602 1.45538 -0.19864  0.409
H 6.11209 3.18868 0.86840  0.516
H 2.75557 0.57241 0.59388  0.625
H 0.11329 4.86283 3.94296  0.518
H -2.34383 5.19387 3.83435  0.422
H -3.57192 4.71270 1.75064  0.418
H -2.28657 4.59649 -1.40918  0.322
H -3.60369 3.83983 -0.50439  0.439
H -3.00868 1.15078 0.11078  0.565
H -0.23826 0.83637 -3.01157  0.571
H 0.11707 3.68551 -0.16719  0.624
O -3.61746 -1.62481 -1.65631  -0.467
C -4.13962 -2.94570 -1.74739  -0.628
C -3.02804 -3.95150 -1.91095  0.622
C -3.32150 -5.30562 -1.97448  -0.864
C -2.29453 -6.20716 -2.16747  -0.236
C -0.99685 -5.72968 -2.31016  -0.920
C -0.78350 -4.37381 -2.22004  0.032
N -1.77667 -3.49279 -2.01437  0.222
H -4.11279 -1.15318 -0.96651  0.284
H -4.79425 -3.01493 -2.61795  0.380
H -4.72884 -3.19248 -0.86231  0.417
H -4.34731 -5.63754 -1.86875  0.441
H -2.49893 -7.26949 -2.20625  0.439
H -0.16540 -6.39786 -2.48544  0.432
H 0.21282 -3.96272 -2.31363  0.357
N -0.33412 -2.27455 2.63423  -0.390
C -1.36085 -1.82407 1.87183  0.831
O -1.41407 -2.24517 0.67056  -0.446
C -2.28804 -0.92967 2.44901  0.241
C -2.09417 -0.45509 3.77314  -0.444
N -1.87246 -0.06133 4.83471  -0.488
C -3.41244 -0.56145 1.69337  0.354
N -4.31161 -0.28512 1.02082  -0.824
H 0.15540 -3.08948 2.30991  0.308
H -0.34029 -2.09967 3.62823  0.187

---

Formula: C40H45AsF5N3OPbS2Si2
Source: the Open Molecules 2025 dataset
Level of theory: ωB97M-V/def2-TZVPD

Output
charge = -2
E_LUMO = 4.1 eV
DFT total energy = -165831.323 eV
gap between HOMO and LUMO = 5.53 eV

Last column: Mulliken charge in e.
Cartesian coordinates (Å):
Pb -6.73600 15.11762 14.56149  0.841
C -10.11985 16.40801 15.36514  -0.792
Si -9.18592 16.60969 16.93447  -0.065
C -9.06635 18.43313 17.30075  -1.052
C -10.08424 15.82036 18.36310  -1.049
N -7.67305 15.79003 16.59683  -0.092
C -6.74304 15.42643 17.54926  -0.069
C -6.48040 16.18137 18.69079  0.195
C -5.55193 15.81630 19.61411  -1.044
C -4.90528 14.55726 19.50441  -0.581
C -5.15030 13.69885 18.44638  -0.528
C -5.95528 14.13817 17.33255  1.051
N -5.98682 13.54298 16.13658  -0.053
Si -5.01288 12.17593 15.61032  0.030
C -3.20802 12.69648 15.76683  -0.434
C -5.45581 10.70952 16.67461  -1.171
C -5.36361 11.77590 13.83437  -0.599
H -11.07367 16.97791 15.34290  0.322
H -10.37369 15.34678 15.15362  0.174
H -9.56885 16.83112 14.48827  0.124
H -10.05273 18.89949 17.32843  0.458
H -8.36389 19.03654 16.68507  0.291
H -8.62378 18.54620 18.33342  0.279
H -11.05300 16.34158 18.45530  0.327
H -9.58548 15.95466 19.30356  0.341
H -10.26404 14.76618 18.12171  0.248
H -7.07882 17.05100 18.90127  0.169
H -5.27209 16.52818 20.41554  0.255
H -4.15375 14.22195 20.24098  0.300
H -4.63063 12.72853 18.39268  0.174
H -3.06149 13.79823 15.65731  -0.085
H -2.61007 12.23173 14.96072  0.295
H -2.71138 12.45308 16.73909  0.314
H -6.28735 10.99212 17.39026  0.281
H -4.58907 10.40905 17.27772  0.345
H -5.76962 9.84736 16.05905  0.371
H -5.20576 12.65423 13.17747  -0.175
H -6.39768 11.44426 13.67660  0.332
H -4.68309 11.00736 13.40765  0.240
S -7.40797 17.85850 12.67750  -0.293
C -8.07641 18.01062 11.09402  0.020
C -9.23543 18.77685 10.81117  -0.648
C -9.58688 19.06586 9.49981  -0.339
C -8.77492 18.66422 8.42519  -0.730
C -7.68813 17.83384 8.67855  -0.445
C -7.36617 17.46584 9.99433  -0.454
As -5.90818 16.22737 10.58698  0.781
C -4.33069 17.42038 10.59975  0.385
C -4.49771 18.78720 10.77980  -0.015
C -3.39615 19.65902 10.67572  -0.699
C -2.14496 19.16180 10.38075  -0.460
C -1.95741 17.80385 10.14298  -0.955
C -3.03785 16.91575 10.27700  -0.187
C -5.75863 15.15242 8.87418  -0.186
C -6.76321 14.20454 8.71553  -0.700
C -6.64348 13.21994 7.74607  -0.418
C -5.60521 13.19978 6.82379  -0.434
C -4.65582 14.21488 6.90436  -0.466
C -4.72365 15.17082 7.92825  0.053
H -9.82083 19.15458 11.64688  0.360
H -10.50483 19.61656 9.23911  0.281
H -9.03940 18.94709 7.42019  0.388
H -7.09485 17.44205 7.91734  0.520
H -5.47741 19.19310 10.99103  0.300
H -3.50307 20.74942 10.80112  0.316
H -1.30643 19.83848 10.25771  0.340
H -1.00837 17.32506 9.94463  0.405
H -2.87839 15.82280 10.25156  0.459
H -7.64161 14.19310 9.36968  0.335
H -7.39124 12.44184 7.79795  0.329
H -5.50297 12.41330 6.05491  0.320
H -3.82651 14.24988 6.16601  0.331
H -4.02578 16.01302 7.92378  0.358
C -2.58561 19.19008 15.07733  -1.107
N -3.16536 17.85164 14.95188  0.358
C -2.15062 16.82218 14.84943  -0.474
C -4.43494 17.56485 15.15120  0.755
C -5.40489 18.66779 15.56296  -0.980
O -4.80326 16.34782 15.01082  -0.110
H -2.11559 19.55328 14.13284  0.272
H -1.81854 19.20677 15.88279  0.323
H -3.32589 19.95805 15.30754  0.399
H -1.52409 16.92728 13.92429  0.296
H -2.63077 15.85176 14.74585  -0.311
H -1.47750 16.85879 15.74852  0.270
H -4.93971 19.41043 16.25308  0.455
H -6.34281 18.27899 16.00910  -0.533
H -5.70211 19.14545 14.65895  0.480
F -1.00847 11.05619 7.36564  -0.360
C -1.44954 11.59199 8.54242  0.438
C -2.81254 11.55110 8.93007  -0.022
F -3.68687 10.96821 8.08555  -0.390
C -3.20966 12.07447 10.13424  0.173
F -4.43871 11.77880 10.59144  -0.359
C -2.34540 12.86782 10.96413  -0.080
S -2.89290 13.89874 12.19938  0.073
C -0.96410 12.75301 10.58061  -0.003
F -0.02983 13.24695 11.40950  -0.351
C -0.51357 12.13066 9.45487  0.306
F 0.81154 11.92888 9.19669  -0.337

---

Formula: C59H50N9NaO3S3Te
Source: the Open Molecules 2025 dataset
Level of theory: ωB97M-V/def2-TZVPD

Output
charge = -2
E_LUMO = 3.4 eV
DFT total energy = -125765.907 eV
energy relative to the best compared isomer or geometry (same formula, charge and spin) = 2.432 eV
gap between HOMO and LUMO = 4.01 eV

Last column: Mulliken charge in e.
Cartesian coordinates (Å):
Na -0.17792 0.05818 -0.34963  1.470
C 4.89593 -0.45849 1.47693  -0.839
O 4.27473 -1.70155 1.21008  -0.449
C 2.97155 -1.41400 0.72376  0.072
N 2.81468 -0.06471 0.45706  0.526
C 3.75807 0.58004 1.37793  0.250
C 4.17227 1.99221 1.07826  -0.704
C 5.44199 2.46046 1.40716  -0.226
C 5.82541 3.75305 1.07309  -0.857
C 4.94330 4.58800 0.40080  -0.758
C 3.65757 4.14471 0.12326  -0.719
C 3.26708 2.86154 0.47928  1.686
C 2.03523 -2.38767 0.58635  -0.110
C 2.36196 -3.77046 0.87446  -1.638
C 1.42490 -4.73214 0.69620  -0.484
C 0.11923 -4.37288 0.27707  -1.270
C -0.13913 -3.02280 0.08850  0.138
N 0.74721 -2.03773 0.19005  0.945
C -1.53868 -2.61575 -0.12507  0.075
N -1.99901 -1.43467 -0.02817  0.669
C -3.45106 -1.50160 -0.11111  0.871
C -3.73977 -3.00676 -0.32607  -0.725
O -2.44945 -3.61491 -0.32876  -0.524
C -4.10801 -0.96192 1.14205  -0.788
C -5.47269 -1.13877 1.34625  -0.188
C -6.08568 -0.65731 2.49369  -0.799
C -5.33953 0.01287 3.45354  -0.447
C -3.97995 0.20033 3.24949  -0.488
C -3.36884 -0.27789 2.10008  0.393
H 5.68374 -0.26482 0.73768  0.408
H 5.34308 -0.49628 2.47599  0.374
H 3.24544 0.59757 2.35271  0.376
H 6.14822 1.81117 1.91261  0.362
H 6.82151 4.09636 1.32832  0.354
H 5.26054 5.57845 0.09603  0.434
H 2.95277 4.78579 -0.39614  0.467
H 2.24853 2.53944 0.32235  -0.561
H 3.35914 -3.99159 1.22997  0.436
H 1.65426 -5.77346 0.89723  0.383
H -0.66204 -5.10897 0.16743  0.438
H -3.78506 -0.89143 -0.95474  -0.191
H -4.24208 -3.22384 -1.27126  0.361
H -4.31963 -3.43781 0.49223  0.488
H -6.07646 -1.63122 0.59039  0.397
H -7.15438 -0.77428 2.62558  0.388
H -5.82378 0.40121 4.34173  0.359
H -3.38714 0.73150 3.98578  0.501
H -2.31543 -0.10670 1.92756  -0.085
N -1.19885 9.57731 4.25357  -0.645
C -1.05931 8.57905 3.69798  -0.092
C -0.86623 7.34407 3.00910  0.531
C 0.37981 7.04773 2.44760  -0.881
C 0.57301 5.85222 1.78414  0.178
C -0.46065 4.92236 1.67954  -1.168
C -1.70270 5.22655 2.23169  -0.010
C -1.91108 6.42469 2.88741  -0.775
C -0.22318 3.60629 1.02686  1.839
C -0.15198 2.51551 1.89453  -0.716
C -0.22074 2.57815 3.32831  -0.528
C -0.06071 1.29068 3.77514  -2.036
C 0.09651 0.48847 2.60629  -0.762
N 0.04881 1.20531 1.50175  1.103
C -0.05874 3.63842 -0.36894  -0.775
C -0.25344 4.80850 -1.16743  -0.768
C 0.01192 4.43877 -2.46520  -1.897
C 0.36710 3.06785 -2.40299  -0.834
N 0.31766 2.57787 -1.17496  1.367
H 1.18852 7.76045 2.54629  0.450
H 1.53906 5.61301 1.35974  0.401
H -2.51206 4.51641 2.11905  0.888
H -2.87998 6.65625 3.31205  0.611
H -0.36034 3.46651 3.92511  0.650
H -0.05664 0.94432 4.79804  0.449
H 0.24686 -0.58466 2.55868  0.514
H -0.56072 5.78120 -0.81417  0.579
H -0.04154 5.05212 -3.35255  0.418
H 0.70993 2.45292 -3.22765  0.644
O -0.15977 -0.60616 -2.36259  -0.306
C -0.95788 -0.52957 -3.29665  0.179
C -1.29288 -1.76876 -4.10416  -1.290
C -2.78622 -2.12218 -4.10214  0.166
C -3.60382 -1.34883 -5.13544  -0.963
C -3.72480 0.13885 -4.82321  -0.226
C -2.37907 0.86586 -4.82101  -1.070
N -1.55157 0.62369 -3.65074  0.528
H -0.71975 -2.57625 -3.65232  0.401
H -0.94954 -1.63454 -5.13626  0.552
H -3.19528 -1.93854 -3.10477  -0.297
H -2.88776 -3.19192 -4.30134  0.451
H -4.60917 -1.77783 -5.18480  0.390
H -3.14797 -1.48143 -6.12511  0.321
H -4.18860 0.28667 -3.84709  0.045
H -4.36289 0.61092 -5.57691  0.422
H -2.55663 1.93980 -4.85010  0.371
H -1.81738 0.59146 -5.72307  0.405
H -1.40806 1.38951 -3.00178  0.011
Te 2.60650 0.32677 -1.60223  -0.120
C 4.52719 0.31925 -2.56934  0.186
C 5.69880 0.86308 -2.04442  0.251
C 6.85794 0.95972 -2.79987  -0.768
C 6.88385 0.50550 -4.11145  -0.435
C 5.73200 -0.05552 -4.64777  -0.620
C 4.57638 -0.14516 -3.88848  -0.585
H 5.70185 1.24230 -1.03593  0.233
H 7.74372 1.40659 -2.36171  0.387
H 7.78467 0.59622 -4.70673  0.334
H 5.74075 -0.42449 -5.66761  0.362
H 3.68316 -0.58180 -4.32450  0.337
S -8.85193 2.82900 1.14434  -0.432
C -7.26213 2.79657 0.64201  0.184
S -6.74283 2.03781 -0.82623  -0.208
C -4.99854 2.34192 -0.40699  -0.369
N -4.92548 2.97877 0.71617  -0.577
N -6.15715 3.24873 1.28439  0.572
C -6.09849 4.00180 2.48588  -0.255
C -4.99827 3.80726 3.31778  0.343
C -4.86544 4.55367 4.47664  -1.025
C -5.82346 5.49875 4.81511  -0.436
C -6.91219 5.69892 3.97840  -0.652
C -7.05180 4.96131 2.81239  -0.484
S -3.77734 1.89758 -1.45837  -0.183
H -4.25803 3.07231 3.03364  0.821
H -4.00300 4.40136 5.11486  0.394
H -5.71890 6.08370 5.72129  0.393
H -7.65494 6.44706 4.22697  0.372
H -7.88762 5.13158 2.15459  0.386